Computed, not measured: a 6-piece molecular cluster, C47H43N4O21S2 overall, with wB97M-V/def2-TZVPD.

Summary:
* E_LUMO: -3.33 eV
* relative energy (zero: lowest compared OMol25 entry of this formula, charge and spin): 0.000 eV
* frontier orbital gap: 7.54 eV
* electronic energy: -4411.9163 Eh
* total charge: +1

Geometry as XYZ:
```
117
Properties=species:S:1:pos:R:3:mulliken_charge:R:1
C 2.459 -3.063 3.194 0.072
C 1.870 -2.364 2.422 -1.318
C 1.074 -1.540 1.522 0.454
C -0.096 -0.945 2.286 0.404
C 0.119 -0.390 3.536 -0.611
C -0.901 0.134 4.302 -0.204
S -0.460 0.814 5.863 -0.253
C -2.189 0.096 3.789 0.306
N -3.337 0.501 4.417 -0.168
N -2.352 -0.417 2.558 0.255
C -1.373 -0.925 1.783 0.455
C -1.726 -1.423 0.424 -0.310
C -2.907 -0.717 -0.221 -1.323
C -4.322 -1.097 0.278 -0.976
C -4.445 -2.364 1.112 -0.061
C -5.886 -2.615 1.544 -1.030
C -6.328 -1.562 2.568 -0.275
C -6.078 -2.018 3.989 -0.731
S -6.647 -0.870 5.287 -0.233
C -6.469 0.675 4.519 0.361
N -5.456 1.162 3.891 0.121
N -5.819 2.451 3.503 -0.775
C -7.000 2.633 3.951 0.042
O -7.487 1.558 4.597 -0.321
H 3.066 -3.648 3.836 0.514
H 0.695 -2.215 0.766 0.318
H 1.702 -0.782 1.075 0.260
H 1.118 -0.367 3.946 0.610
H -1.566 0.559 6.567 0.151
H -3.924 1.168 3.931 0.341
H -3.218 0.732 5.388 0.059
H -3.305 -0.429 2.208 -0.364
H -0.859 -1.197 -0.177 0.400
H -1.815 -2.508 0.423 0.363
H -2.776 0.350 -0.048 0.342
H -2.849 -0.861 -1.294 0.379
H -4.690 -0.251 0.862 0.090
H -4.994 -1.166 -0.571 0.616
H -4.111 -3.210 0.510 0.405
H -3.792 -2.355 1.986 0.426
H -6.513 -2.559 0.660 0.343
H -5.943 -3.609 1.978 0.299
H -7.383 -1.335 2.429 0.515
H -5.783 -0.650 2.373 -0.092
H -6.604 -2.952 4.156 0.537
H -5.018 -2.190 4.158 0.326
H -7.597 3.518 3.871 0.438
C -7.309 -9.007 0.315 -0.953
C -6.179 -8.364 0.639 0.314
C -5.955 -6.915 0.288 1.085
O -4.903 -6.407 0.642 -0.666
C -6.987 -6.212 -0.440 -1.001
C -8.120 -6.851 -0.770 0.389
C -8.354 -8.296 -0.400 0.961
O -9.418 -8.782 -0.728 -0.607
O -9.113 -6.287 -1.432 -0.569
O -5.173 -8.932 1.289 -0.566
H -7.480 -10.044 0.564 0.431
H -6.804 -5.179 -0.700 0.471
H -9.803 -6.974 -1.531 0.373
H -4.488 -8.245 1.392 0.358
C -0.376 2.474 -1.822 -0.942
C -0.419 3.359 -2.834 0.428
C 0.328 3.122 -4.130 1.068
O 0.218 3.962 -4.997 -0.560
C 1.130 1.916 -4.255 -1.004
C 1.171 1.044 -3.239 0.245
C 0.401 1.268 -1.965 0.928
O 0.484 0.397 -1.108 -0.473
O 1.885 -0.074 -3.263 -0.635
O -1.105 4.480 -2.778 -0.585
H -0.908 2.632 -0.894 0.494
H 1.676 1.764 -5.175 0.464
H 1.754 -0.512 -2.401 0.353
H -0.981 4.966 -3.624 0.209
C 5.448 0.848 -0.343 -1.005
C 6.698 1.279 -0.127 0.126
C 7.541 0.758 1.007 1.215
O 8.669 1.200 1.106 -0.640
C 6.961 -0.224 1.903 -1.002
C 5.710 -0.655 1.690 0.306
C 4.879 -0.145 0.539 1.037
O 3.751 -0.599 0.403 -0.523
O 5.115 -1.552 2.466 -0.599
O 7.302 2.183 -0.883 -0.674
H 4.841 1.210 -1.161 0.537
H 7.567 -0.584 2.722 0.476
H 4.219 -1.714 2.111 0.196
H 8.192 2.310 -0.493 0.390
C 11.386 0.029 -3.290 -0.932
C 10.142 0.166 -2.816 0.403
C 9.456 -0.927 -2.037 1.083
O 8.330 -0.686 -1.631 -0.525
C 10.156 -2.173 -1.818 -1.158
C 11.401 -2.315 -2.295 0.381
C 12.101 -1.213 -3.054 1.050
O 13.235 -1.435 -3.431 -0.610
O 12.120 -3.413 -2.145 -0.574
O 9.409 1.261 -2.982 -0.625
H 11.889 0.807 -3.846 0.443
H 9.649 -2.954 -1.270 0.438
H 12.979 -3.242 -2.581 0.371
H 8.549 1.091 -2.549 0.293
C 0.498 7.743 -2.837 -0.881
C -0.175 7.789 -3.991 0.224
C -0.065 8.947 -4.946 0.990
O -0.713 8.874 -5.973 -0.628
C 0.790 10.061 -4.586 -0.983
C 1.467 10.022 -3.429 0.295
C 1.371 8.850 -2.483 1.017
O 2.033 8.895 -1.465 -0.620
O 2.269 10.991 -3.018 -0.556
O -0.996 6.827 -4.407 -0.580
H 0.423 6.914 -2.146 0.519
H 0.853 10.895 -5.270 0.439
H 2.632 10.707 -2.158 0.374
H -1.339 7.118 -5.277 0.346
```

---

Computed, not measured: C47H45BF6N7OPbS2Sb2Te as an isolated structure, with wB97M-V/def2-TZVPD.

Summary:
* E_LUMO (alpha / beta): -7.31 / -7.31 eV
* relative energy (zero: lowest compared OMol25 entry of this formula, charge and spin): 0.000 eV
* frontier orbital gap (alpha / beta): 5.07 / 5.57 eV
* expectation value of S²: 0.79
* electronic energy: -4637.7675 Eh
* 2S+1: 2
* total charge: +2

Geometry as XYZ:
```
113
Properties=species:S:1:pos:R:3:mulliken_charge:R:1
Pb -0.160 -2.107 -0.221 2.334
C 3.582 -0.616 2.072 -1.355
C 2.552 -0.416 1.159 -0.696
N 1.833 -1.536 1.019 0.546
N 2.382 -2.459 1.825 0.340
C 3.431 -1.933 2.469 -0.388
B 1.848 -3.906 1.964 -0.232
N 0.402 -3.839 2.498 0.496
C -0.089 -4.407 3.609 -0.123
C -1.432 -4.090 3.710 -1.302
C -1.691 -3.308 2.587 -0.789
N -0.578 -3.164 1.866 -0.022
N 1.845 -4.553 0.562 -0.187
C 2.468 -5.674 0.177 -0.112
C 2.176 -5.909 -1.154 -1.403
C 1.342 -4.857 -1.517 -0.676
N 1.154 -4.043 -0.479 0.532
H 4.325 0.087 2.402 0.496
H 2.292 0.475 0.612 0.417
H 4.009 -2.514 3.166 0.507
H 2.531 -4.532 2.704 -0.092
H 0.531 -5.009 4.249 0.502
H -2.123 -4.386 4.477 0.473
H -2.615 -2.861 2.264 0.617
H 3.076 -6.238 0.863 0.495
H 2.513 -6.724 -1.768 0.478
H 0.858 -4.658 -2.456 0.751
N -3.553 0.033 0.058 0.157
C -2.565 -0.497 0.369 -0.782
H -4.403 0.494 -0.204 0.218
C -3.022 -0.257 3.850 -0.770
C -2.902 1.209 4.171 0.335
C -3.693 1.757 5.179 -0.827
C -3.628 3.103 5.498 -0.937
C -2.750 3.930 4.815 -1.145
C -1.941 3.393 3.825 0.048
C -2.018 2.044 3.485 0.970
Sb -0.644 1.304 1.955 0.324
C 0.982 1.790 3.327 1.438
C 1.496 3.081 3.407 -0.464
C 2.480 3.396 4.331 -1.023
C 2.966 2.410 5.175 -1.006
C 2.437 1.132 5.114 -0.534
C 1.430 0.806 4.208 0.441
C 0.829 -0.572 4.262 -1.472
C -0.873 3.254 0.943 0.536
C -2.176 3.624 0.856 -1.087
C -2.636 4.836 0.134 0.187
C -1.593 5.524 -0.656 -0.970
C -0.298 5.172 -0.513 -0.366
C 0.092 4.011 0.224 1.340
C 1.482 3.551 0.080 -1.433
H -3.800 -0.718 4.456 0.515
H -2.084 -0.779 4.046 0.023
H -3.270 -0.405 2.799 -0.067
H -4.366 1.112 5.730 0.468
H -4.252 3.503 6.285 0.417
H -2.679 4.981 5.060 0.506
H -1.238 4.043 3.322 0.369
H 1.115 3.862 2.759 0.279
H 2.853 4.409 4.393 0.482
H 3.743 2.644 5.889 0.427
H 2.792 0.369 5.795 0.484
H 1.545 -1.289 4.659 0.561
H 0.505 -0.911 3.275 -0.352
H -0.037 -0.570 4.927 0.573
H -2.954 3.054 1.352 0.575
H -2.978 5.550 0.911 0.321
H -1.914 6.299 -1.340 0.476
H 0.460 5.702 -1.073 0.517
H 1.594 3.173 -0.944 0.286
H 1.722 2.754 0.778 -0.253
H 2.178 4.385 0.188 0.608
Te 1.803 -0.296 -2.152 -0.017
C 3.333 -1.406 -3.099 0.284
C 4.590 -0.919 -3.359 -0.262
C 5.464 -1.886 -3.900 -0.659
C 4.868 -3.102 -4.035 -0.705
S 3.248 -3.092 -3.497 0.038
H 4.866 0.108 -3.164 0.513
H 6.488 -1.689 -4.174 0.469
H 5.293 -4.014 -4.420 0.477
O -0.867 -2.767 -2.692 -0.434
S -0.969 -2.737 -4.183 -0.311
C 0.290 -1.517 -4.648 0.609
C 1.230 -1.738 -5.602 -0.984
C 2.164 -0.709 -5.919 -0.501
C 2.141 0.488 -5.270 -1.254
C 1.224 0.723 -4.208 0.124
C 0.298 -0.326 -3.871 0.518
C -2.381 -1.641 -4.519 0.986
C -2.620 -1.194 -5.832 -0.566
C -3.669 -0.288 -6.067 -0.324
C -4.485 0.123 -5.063 -1.117
C -4.355 -0.416 -3.685 0.335
C -3.175 -1.296 -3.481 -0.925
H 1.255 -2.668 -6.156 0.489
H 2.847 -0.862 -6.743 0.527
H 2.789 1.294 -5.584 0.485
H 0.993 1.740 -3.921 0.822
H -0.598 -0.057 -3.331 -0.253
H -1.959 -1.487 -6.637 0.413
H -3.799 0.116 -7.061 0.441
H -5.257 0.864 -5.222 0.458
H -5.280 -0.940 -3.399 0.335
H -2.952 -1.623 -2.473 0.469
F -0.062 0.997 -1.301 0.314
Sb -1.826 2.370 -2.679 1.669
F -3.760 4.538 -0.620 -0.297
F 0.018 2.956 -2.983 -0.645
F -2.199 3.873 -3.839 -0.550
F -1.585 1.300 -4.302 -0.672
F -4.304 0.660 -2.729 -0.297
```